No. 1
# C42H38ClFN5O3PSTa

C42H38ClFN5O3PSTa as an isolated structure (wB97M-V/def2-TZVPD, the OMol25 dataset).

Cartesian coordinates (Å):
Ta  -0.5533  0.7712  0.2246
C  -3.8781  3.4606  -3.5502
C  -3.9564  2.0947  -2.9860
N  -4.8776  1.2162  -3.2049
N  -4.5255  0.1374  -2.4366
C  -3.4124  0.3366  -1.7362
S  -2.6713  -0.6126  -0.5528
N  -3.0303  1.5759  -2.0969
N  -1.8916  2.1475  -1.5450
H  -4.7013  3.6017  -4.2449
H  -2.9372  3.6128  -4.0811
H  -3.9507  4.2041  -2.7535
H  -5.1067  -0.6839  -2.4201
H  -2.1298  3.0520  -1.1413
H  -1.1931  2.2839  -2.2650
C  0.0469  -5.9057  -1.7904
C  0.8792  -5.8451  -0.6807
C  1.0145  -4.6585  0.0251
C  0.3173  -3.5236  -0.3835
C  -0.5103  -3.5870  -1.5034
C  -0.6508  -4.7773  -2.2008
P  0.4393  -1.9433  0.4880
C  2.0148  -1.9804  1.3821
C  3.1765  -2.2537  0.6621
C  4.4113  -2.2166  1.2891
C  4.4961  -1.8978  2.6385
C  3.3429  -1.6191  3.3568
C  2.1030  -1.6608  2.7338
C  -0.8012  -1.8595  1.7821
C  -1.2690  -2.8544  2.6321
C  -2.2303  -2.5265  3.5726
C  -2.7042  -1.2164  3.6545
C  -2.2335  -0.2362  2.7959
C  -1.2684  -0.5385  1.8253
H  -0.0517  -6.8325  -2.3408
H  1.4298  -6.7226  -0.3670
H  1.6801  -4.6097  0.8784
H  -1.0368  -2.6974  -1.8322
H  -1.2937  -4.8225  -3.0708
H  3.1159  -2.5081  -0.3885
H  5.3067  -2.4381  0.7220
H  5.4607  -1.8708  3.1292
H  3.4051  -1.3701  4.4085
H  1.2113  -1.4364  3.3055
H  -0.8918  -3.8680  2.5540
H  -2.6159  -3.2833  4.2440
H  -3.4571  -0.9680  4.3925
H  -2.6395  0.7621  2.8711
F  1.2024  0.8463  0.7890
C  5.5779  -0.3526  -2.1569
C  4.4755  -1.3151  -2.4870
C  4.7120  -2.6745  -2.6139
C  3.6734  -3.5531  -2.8999
Cl  4.0007  -5.2537  -3.0208
C  2.3840  -3.0917  -3.0624
C  2.1278  -1.7284  -2.9486
C  3.1672  -0.8551  -2.6767
O  3.0171  0.5070  -2.5696
C  1.8701  1.1013  -3.1281
C  0.8256  1.2804  -2.0451
O  0.0562  0.2809  -1.7435
O  0.7278  2.3305  -1.3909
H  6.5120  -0.8857  -1.9871
H  5.3374  0.2239  -1.2620
H  5.7303  0.3633  -2.9663
H  5.7157  -3.0591  -2.4817
H  1.5774  -3.7873  -3.2583
H  1.1085  -1.3774  -3.0374
H  1.4727  0.5088  -3.9525
H  2.1666  2.0843  -3.4890
C  -4.4444  4.9137  0.2044
C  -3.1530  5.4113  0.3466
C  -2.1100  4.5699  0.7049
C  -2.3563  3.2122  0.9149
C  -3.6528  2.7178  0.8018
C  -4.6916  3.5688  0.4380
N  -1.2668  2.3357  1.2277
C  -0.5720  2.7712  2.4325
C  0.7711  3.1187  2.3989
C  1.4007  3.5506  3.5599
C  0.6913  3.6601  4.7441
C  -0.6633  3.3523  4.7655
C  -1.2957  2.9133  3.6152
H  -5.2553  5.5775  -0.0667
H  -2.9576  6.4634  0.1819
H  -1.1024  4.9510  0.8152
H  -3.8367  1.6673  0.9975
H  -5.6991  3.1787  0.3557
H  1.3267  3.0642  1.4734
H  2.4504  3.8132  3.5265
H  1.1846  4.0008  5.6452
H  -1.2307  3.4598  5.6809
H  -2.3573  2.7033  3.6296

The total charge is +1. Its HOMO-LUMO gap is 7.6 eV. Its energy relative to the best compared isomer or geometry (same formula, charge and spin) is 44.6 kJ/mol. As for the calculated total energy: -94677.77614 eV.

Charges in e, computed with Löwdin, in the same order as the atoms:
1. Ta 1.7239
2. C 0.0221
3. C -0.3042
4. N 0.1537
5. N 0.0639
6. C -0.6737
7. S 0.7903
8. N -0.0560
9. N 0.0865
10. H 0.0977
11. H 0.0939
12. H 0.0810
13. H 0.1689
14. H 0.0981
15. H 0.1069
16. C -0.0717
17. C -0.0671
18. C -0.0739
19. C -0.3510
20. C -0.1226
21. C -0.0863
22. P 1.0651
23. C -0.3558
24. C -0.0865
25. C -0.0617
26. C -0.0712
27. C -0.0685
28. C -0.0748
29. C -0.4517
30. C -0.0603
31. C -0.0581
32. C -0.0587
33. C -0.1250
34. C -0.4257
35. H 0.1110
36. H 0.1119
37. H 0.1116
38. H 0.0708
39. H 0.1095
40. H 0.0840
41. H 0.1078
42. H 0.1075
43. H 0.1079
44. H 0.1051
45. H 0.1159
46. H 0.1105
47. H 0.1098
48. H 0.0645
49. F -0.3355
50. C -0.0208
51. C -0.2053
52. C -0.0673
53. C -0.6640
54. Cl 0.6799
55. C -0.1036
56. C -0.0138
57. C -0.2237
58. O -0.0101
59. C -0.0804
60. C -0.5870
61. O -0.2376
62. O -0.0174
63. H 0.0827
64. H 0.0883
65. H 0.0902
66. H 0.1177
67. H 0.0958
68. H 0.0994
69. H 0.1375
70. H 0.1445
71. C -0.0856
72. C -0.0602
73. C -0.0167
74. C -0.3438
75. C -0.0531
76. C -0.0679
77. N -0.1517
78. C -0.2951
79. C -0.0422
80. C -0.0611
81. C -0.0749
82. C -0.0622
83. C -0.0333
84. H 0.1100
85. H 0.1132
86. H 0.1296
87. H 0.0947
88. H 0.1132
89. H 0.1024
90. H 0.1109
91. H 0.1080
92. H 0.1099
93. H 0.1113

---

No. 2
# CH6O5Si

A 2-piece molecular cluster, CH6O5Si overall (wB97M-V/def2-TZVPD, the OMol25 dataset).

Cartesian coordinates (Å):
C  1.7158  0.0462  0.7167
O  -0.3702  1.1108  -2.1054
O  -1.1685  -1.1764  -1.0030
O  -1.9924  -1.4249  1.4033
O  0.5295  -0.5851  1.1841
O  0.0358  1.7444  -0.9207
Si  -0.8479  -0.9552  0.4729
H  2.3122  -0.8003  0.4318
H  2.1529  0.6066  1.6374
H  1.5472  0.7238  -0.1086
H  -1.1040  1.6624  -2.4032
H  -0.6781  0.1152  -1.5517
H  -2.1324  -1.0675  2.2464

Its HOMO-LUMO gap is 8.4 eV. Its energy relative to the best compared isomer or geometry (same formula, charge and spin) is 194.7 kJ/mol. As for the calculated total energy: -19247.19722 eV.

Charges in e, computed with natural (NBO), in the same order as the atoms:
1. C -0.2554
2. O -0.4745
3. O -1.2063
4. O -1.0817
5. O -0.9192
6. O -0.6624
7. Si 2.4308
8. H 0.1760
9. H 0.1823
10. H 0.2518
11. H 0.4962
12. H 0.5447
13. H 0.5176

---

No. 3
# C9H8O

One molecule with the formula C9H8O (wB97M-V/def2-TZVPD, the OMol25 dataset).

Cartesian coordinates (Å):
O  -4.6601  -0.4355  0.0000
C  -3.6649  0.2478  0.0001
C  -2.3032  -0.2578  0.0000
C  -1.2424  0.5656  -0.0001
C  0.1575  0.1956  0.0000
C  0.5931  -1.1334  0.0000
C  1.9409  -1.4316  0.0000
C  2.8840  -0.4152  0.0000
C  2.4694  0.9070  0.0000
C  1.1222  1.2090  0.0001
H  -3.7357  1.3552  0.0001
H  -2.2032  -1.3332  0.0001
H  -1.4321  1.6340  -0.0003
H  -0.1276  -1.9358  -0.0001
H  2.2615  -2.4629  0.0001
H  3.9371  -0.6533  0.0000
H  3.1997  1.7027  -0.0001
H  0.8037  2.2418  0.0001

Its HOMO-LUMO gap is 8.7 eV. Its energy relative to the best compared isomer or geometry (same formula, charge and spin) is 0.0 kJ/mol. As for the calculated total energy: -11509.52258 eV. Its structure (SMILES) is O=C/C=C/c1ccccc1.

Charges in e, computed with natural (NBO), in the same order as the atoms:
1. O -0.5199
2. C 0.3957
3. C -0.3065
4. C -0.1032
5. C -0.1278
6. C -0.1171
7. C -0.2267
8. C -0.1928
9. C -0.2134
10. C -0.1649
11. H 0.0982
12. H 0.2127
13. H 0.2031
14. H 0.2025
15. H 0.2165
16. H 0.2165
17. H 0.2171
18. H 0.2101

---

Q: Which value of energy relative to the best compared isomer or geometry (same formula, charge and spin) does entry 1 give?
A: 44.6 kJ/mol